# 1
{"formula": "C4H12O", "method": "ωB97M-V/def2-TZVPD", "total_charge": 0, "de_lowest_ev": 1.665, "homo_lumo_gap_ev": 11.4, "molar_mass_da": 76.1, "smiles": "CCO.CC", "e_lumo_ev": 1.0, "species": ["C", "C", "O", "H", "H", "H", "H", "H", "H", "C", "C", "H", "H", "H", "H", "H", "H"], "positions_angstrom": [[-0.011, 1.458, -1.724], [-0.313, 2.007, -0.328], [0.848, 0.334, -1.573], [-0.847, 1.206, -2.389], [0.627, 2.231, -2.411], [0.589, 2.023, 0.234], [0.581, -0.534, -1.237], [-0.857, 1.259, 0.331], [-0.668, 3.010, -0.145], [0.518, -1.868, 1.831], [-1.000, -1.741, 1.543], [0.816, -1.563, 2.935], [0.710, -3.024, 1.850], [1.265, -1.383, 1.069], [-1.375, -1.843, 0.521], [-1.511, -2.469, 2.072], [-1.281, -0.726, 1.822]], "forces_ev_per_a": [[1.23, 1.02, -1.12], [-0.54, -1.27, 0.99], [1.33, -0.14, -0.52], [-0.25, 0.10, 0.61], [-1.34, -1.68, 1.92], [1.44, 0.01, 0.06], [-0.98, 0.89, -0.07], [-0.13, 0.84, -1.15], [-0.77, 0.21, -0.68], [1.57, -1.90, 0.47], [1.50, 2.22, -0.83], [-0.79, -0.22, -2.36], [0.16, 2.07, -0.29], [-1.58, -0.78, 1.50], [0.77, -0.14, -0.24], [-1.11, -1.13, 1.43], [-0.51, -0.10, 0.29]], "nbo_charge": [-0.05, -0.66, -0.77, 0.17, 0.18, 0.22, 0.49, 0.20, 0.22, -0.62, -0.62, 0.21, 0.20, 0.21, 0.20, 0.21, 0.20]}



# 2
{"formula": "C4H12O", "method": "ωB97M-V/def2-TZVPD", "total_charge": 0, "de_lowest_ev": 1.246, "homo_lumo_gap_ev": 11.1, "molar_mass_da": 76.1, "smiles": "CCO.CC", "e_lumo_ev": 0.9, "species": ["C", "C", "O", "H", "H", "H", "H", "H", "H", "C", "C", "H", "H", "H", "H", "H", "H"], "positions_angstrom": [[-0.476, 0.912, 1.484], [-1.928, 0.891, 2.038], [-0.168, 1.833, 0.489], [0.218, 1.071, 2.335], [-0.300, -0.174, 1.091], [-2.572, 0.823, 1.097], [-0.169, 1.401, -0.372], [-2.254, 1.902, 2.304], [-1.986, 0.137, 2.829], [0.962, -1.497, -2.338], [1.455, -0.695, -1.097], [0.620, -0.724, -3.051], [1.699, -2.208, -2.670], [0.049, -2.032, -2.083], [2.157, -1.379, -0.568], [0.763, -0.547, -0.275], [1.931, 0.287, -1.212]], "forces_ev_per_a": [[0.06, -2.68, 0.99], [0.15, 1.46, -2.76], [-0.24, 0.59, -0.41], [-0.19, -0.07, -0.48], [-0.13, 1.78, 0.88], [0.39, -1.08, 1.39], [-0.07, 0.03, 0.14], [0.41, -0.13, 0.91], [-0.55, 0.20, -0.40], [-1.13, 2.08, 0.91], [1.03, -1.46, 1.07], [0.52, -0.83, -0.39], [0.22, 0.15, -0.52], [0.07, -0.25, 0.11], [0.12, 0.72, -0.33], [-0.74, -0.06, -0.50], [0.08, -0.46, -0.60]], "nbo_charge": [-0.05, -0.65, -0.72, 0.16, 0.14, 0.20, 0.47, 0.21, 0.22, -0.62, -0.63, 0.21, 0.21, 0.21, 0.21, 0.20, 0.21]}



# 3
{"formula": "C4H12O", "method": "ωB97M-V/def2-TZVPD", "total_charge": 1, "de_lowest_ev": 1.651, "homo_lumo_gap_ev": [10.2, 2.9], "molar_mass_da": 76.1, "multiplicity": 2, "e_lumo_ev": [-4.1, -11.1], "species": ["C", "O", "H", "H", "H", "H", "C", "C", "C", "H", "H", "H", "H", "H", "H", "H", "H"], "positions_angstrom": [[-0.980, -0.385, 3.245], [-1.194, 1.073, 3.290], [-2.040, 1.368, 3.174], [-0.466, -0.444, 2.343], [-0.329, -0.684, 4.105], [-1.951, -0.933, 3.260], [0.695, 0.411, -1.269], [1.160, 0.768, -2.670], [0.152, -1.045, -1.257], [1.463, 0.499, -0.508], [-0.216, 1.030, -1.162], [1.550, -0.066, -3.199], [1.002, -1.868, -1.083], [-0.505, -1.211, -0.425], [1.758, 1.682, -2.595], [0.256, 1.109, -3.111], [-0.354, -1.306, -2.138]], "forces_ev_per_a": [[-2.82, 1.21, 2.58], [5.28, -3.08, 0.92], [-4.72, 1.26, -0.63], [1.53, -0.50, -2.13], [-0.07, 0.55, -0.64], [0.81, 0.53, -0.18], [-1.02, -1.89, -0.52], [-0.23, 1.42, 1.31], [3.11, -0.85, 1.48], [-0.16, 0.47, 0.27], [0.61, 0.23, 0.92], [0.78, -0.41, -0.53], [-1.56, 1.82, -0.54], [-0.63, -0.11, 0.65], [0.48, -0.49, -0.44], [-0.67, 0.07, -1.24], [-0.73, -0.25, -1.26]], "nbo_charge": [-0.29, -0.15, 0.51, 0.30, 0.30, 0.25, -0.40, -0.60, -0.59, 0.20, 0.20, 0.22, 0.22, 0.18, 0.22, 0.21, 0.22]}



Number 1: total energy -6388.456 eV. Number 2: total energy -6388.875 eV. Number 3: total energy -6377.802 eV.